C3H2AuO3 | the ωB97M-V functional and the def2-TZVPD basis

Last column: Löwdin charge in e.
Geometry (Å):
H 0.2184 -1.1158 0.8984  0.26
O 0.3963 1.8076 0.6613  0.02
C 0.8223 0.6877 0.3744  -0.02
C -0.1801 -0.4119 0.0859  -0.30
C 0.2075 -1.1587 -1.2134  0.02
O -1.4540 -0.0056 0.1797  -0.03
O -0.4036 -2.0075 -1.7499  0.26
Au -1.5095 1.6874 0.5219  1.59
H 1.9027 0.5168 0.2417  0.21

## Properties
highest occupied orbital energy (spin up / spin down): -18.21 / -22.59 eV
LUMO energy (spin up / spin down): -12.2 / -15.7 eV
net charge: +2
spin multiplicity: 4
ΔE to the lowest compared entry with this formula, charge and spin: 54.5 kcal/mol
electronic energy: -12946.6473 eV
HOMO-LUMO gap (spin up / spin down): 5.96 / 6.90 eV